Entry from the Open Molecules 2025 dataset: a 2-piece molecular cluster, C3H8O2 overall (ωB97M-V with the def2-TZVPD basis set).

Structure (XYZ):
```
13
Properties=species:S:1:pos:R:3:forces:R:3
C 0.07586 -1.23288 2.21024 -0.05 -0.18 0.09
O 0.38251 -0.39152 3.01033 0.00 0.11 -0.03
H 0.10124 -1.04491 1.12709 0.02 0.00 -0.07
H -0.24822 -2.23991 2.53930 0.02 0.04 -0.03
C -0.91271 -0.01482 -2.38171 -0.19 -0.01 -0.06
C 0.07051 0.99164 -1.82140 0.11 -0.12 -0.15
O 0.50023 0.60331 -0.52735 0.03 -0.02 0.71
H -1.04336 0.14751 -3.45573 -0.05 -0.04 0.09
H -1.88630 0.07814 -1.89406 0.04 0.00 -0.04
H -0.56300 -1.03658 -2.22372 0.11 0.08 -0.05
H 0.96583 1.03409 -2.44444 0.00 -0.01 -0.08
H -0.37069 1.98478 -1.83448 -0.04 0.20 0.15
H 0.22622 1.20428 0.18061 0.00 -0.05 -0.54
```
Forces are in eV/Å.

Calculated values
- E_HOMO (eV) = -9.95
- relative energy (zero: lowest compared OMol25 entry of this formula, charge and spin) (kcal/mol) = 36.94
- SMILES string = C=O.CCO
- electronic energy (Ha) = -269.5360
- net charge = 0
- F_max (hartree/bohr) = 0.0139
- gap between HOMO and LUMO (eV) = 10.8